a:
This record from the Open Molecules 2025 dataset describes 2 unconnected molecules or ions with the total composition C10H13O2. The level of theory is ωB97M-V/def2-TZVPD.

Element x y z (Å)
C 0.734 -0.814 -2.086
C 1.176 -1.666 -3.267
C 0.022 0.497 -2.505
O 0.305 1.530 -1.845
O -0.739 0.420 -3.502
H 0.121 -1.432 -1.428
H 1.587 -0.445 -1.514
H 1.351 -1.096 -4.173
H 0.466 -2.454 -3.538
H 2.112 -2.203 -3.047
C -0.958 -2.187 1.530
C -0.764 0.255 0.964
C -0.483 -0.789 1.836
C -0.398 1.565 1.234
C 0.123 1.848 2.495
C 0.088 -0.488 3.079
C 0.414 0.816 3.386
H -1.122 0.023 -0.027
H -0.366 2.304 0.446
H -1.372 -2.254 0.522
H -1.727 -2.539 2.225
H 0.194 2.878 2.818
H 0.318 -1.329 3.723
H 0.943 1.095 4.288
H -0.113 -2.862 1.612

Output
* frontier orbital gap: 7.305 eV
* charge: -1
* E_HOMO: -4.04 eV

***

b:
This record from the Open Molecules 2025 dataset describes 2 unconnected molecules or ions with the total composition C10H13O2. The level of theory is ωB97M-V/def2-TZVPD.

Element x y z (Å)
C 0.581 -0.817 3.462
C -0.912 -0.653 2.956
O -1.077 -1.209 1.790
O -1.642 -0.207 3.785
H 1.285 -0.649 2.657
H 0.709 -1.819 3.835
H 0.694 -0.074 4.213
C -1.468 1.108 -0.617
C -0.938 2.040 0.403
C -0.369 0.463 -1.447
C 0.411 -0.406 -0.634
C -0.187 0.186 -2.825
C 1.499 -1.037 -1.213
C 0.853 -0.520 -3.358
C 1.825 -1.066 -2.584
H -2.056 0.281 -0.166
H -2.137 1.651 -1.404
H -1.641 2.247 1.304
H 0.203 -0.788 0.348
H -0.854 0.818 -3.530
H 2.135 -1.457 -0.398
H 0.867 -0.804 -4.452
H 2.712 -1.691 -2.953
H -0.574 2.867 -0.097
H 0.082 1.539 0.925

Output
* frontier orbital gap: 7.526 eV
* charge: -1
* E_HOMO: -4.13 eV

***

c:
This record from the Open Molecules 2025 dataset describes 2 unconnected molecules or ions with the total composition C10H13O2. The level of theory is ωB97M-V/def2-TZVPD.

Element x y z (Å)
C 1.272 0.901 -2.355
C 0.512 0.218 -3.462
C 2.681 0.464 -2.311
O 3.542 1.332 -2.029
O 2.970 -0.724 -2.530
H 1.237 1.972 -2.501
H 0.800 0.720 -1.396
H 1.130 0.286 -4.368
H -0.350 0.866 -3.637
H 0.312 -0.852 -3.301
C -2.067 -1.989 0.890
C -0.693 0.075 0.774
C -1.331 -0.865 1.560
C 0.053 1.124 1.358
C 0.158 1.208 2.768
C -1.248 -0.775 2.963
C -0.509 0.243 3.563
H -0.747 0.022 -0.340
H 0.547 1.859 0.728
H -2.303 -1.803 -0.113
H -3.025 -2.066 1.388
H 0.711 1.981 3.228
H -1.750 -1.538 3.562
H -0.411 0.304 4.621
H -1.492 -2.961 0.940

Output
* frontier orbital gap: 6.554 eV
* charge: -1
* E_HOMO: -3.53 eV

***

Energy comparison, zero being the most stable, in hartree: a 0.0000; b 0.0630; c 0.0108.

***

a:
This record from the Open Molecules 2025 dataset describes C5H8N2O2 in the gas phase. The level of theory is ωB97M-V/def2-TZVPD.

Element x y z (Å)
C 1.862 -1.799 -0.674
C -0.085 -0.725 0.987
C 0.696 -0.911 -0.448
N -1.600 2.461 -0.848
C -1.135 0.258 0.028
C -1.190 1.631 0.128
O 0.719 0.157 1.759
N 0.016 -0.223 -1.231
O -0.535 -1.752 1.524
H 0.910 -0.326 2.576
H -1.380 3.443 -0.812
H -1.875 2.068 -1.733
H -2.024 -0.326 -0.169
H -0.826 2.112 1.028
H 2.712 -1.418 -0.107
H 1.614 -2.786 -0.282
H 2.121 -1.864 -1.727

Output
* frontier orbital gap (alpha / beta): 6.759 / 6.762 eV
* E_HOMO (alpha / beta): -7.65 / -7.65 eV

***

b:
This record from the Open Molecules 2025 dataset describes C5H8N2O2 in the gas phase. The level of theory is ωB97M-V/def2-TZVPD.

Element x y z (Å)
C 0.868 1.736 -1.402
C -0.134 0.580 -1.476
C -0.348 -0.113 -0.188
C -0.360 -0.303 2.006
C -0.117 -1.391 0.105
H 1.859 1.294 -1.347
H 0.771 2.353 -0.548
H 0.914 2.402 -2.244
H -1.059 1.009 -1.809
H 0.091 -0.214 -2.214
H -0.468 1.017 3.292
H -0.132 -2.331 1.963
H -0.936 -2.590 -1.192
N -0.539 0.551 1.036
N -0.270 -1.510 1.486
O -0.151 0.016 3.306
O 0.009 -2.506 -0.773

Output
* frontier orbital gap: 8.810 eV
* E_HOMO: -8.26 eV

***

c:
This record from the Open Molecules 2025 dataset describes C5H8N2O2 in the gas phase. The level of theory is ωB97M-V/def2-TZVPD.

Element x y z (Å)
C -0.910 -0.731 2.235
C 0.235 -0.370 0.230
C 0.487 -1.822 0.005
C 0.429 -0.745 -1.190
C 0.577 1.605 -0.327
H -1.857 -0.316 2.724
H -0.911 -1.757 2.377
H -0.066 -0.396 3.028
H -0.220 -2.582 -0.037
H 1.492 -2.209 0.289
H 1.501 -0.392 -1.484
H -0.761 0.336 -2.767
H 0.798 2.588 -0.138
N -0.562 0.152 -1.688
N -0.200 1.481 -1.258
O -1.023 -0.014 0.852
O 1.079 0.722 0.512

Output
* frontier orbital gap: 9.461 eV
* E_HOMO: -8.65 eV

***

Energy comparison, zero being the most stable, in hartree: a 0.1158; b 0.0000; c 0.2239.

***

a:
This record from the Open Molecules 2025 dataset describes 2 unconnected molecules or ions with the total composition C5H8N2O2. The level of theory is ωB97M-V/def2-TZVPD.

Element x y z (Å)
C 2.549 -1.824 0.550
C 1.576 -0.923 0.987
C 2.089 -0.517 -1.108
C -3.319 0.428 -0.265
C 0.363 0.930 -0.121
N 2.812 -1.498 -0.710
N 1.273 -0.122 -0.089
O 0.445 1.613 1.016
O -0.290 1.123 -1.093
H 3.191 -2.510 1.079
H 0.990 -0.790 1.881
H 2.057 -0.187 -2.078
H -2.313 0.402 -0.289
H -3.694 0.814 0.695
H -3.740 -0.571 -0.531
H -0.173 2.359 1.001
H -3.814 1.272 -0.924

Output
* frontier orbital gap: 9.536 eV
* E_HOMO: -9.15 eV

***

b:
This record from the Open Molecules 2025 dataset describes C5H8N2O2 in the gas phase. The level of theory is ωB97M-V/def2-TZVPD.

Element x y z (Å)
C 2.854 0.572 -0.088
C -0.653 0.505 0.006
C -1.556 -0.461 -0.102
C 0.565 0.444 -0.789
C -2.707 -0.690 0.731
N 1.670 1.283 -0.395
N 1.304 -1.103 -0.447
O 3.929 1.094 0.213
O 2.659 -0.719 -0.190
H -0.780 1.218 0.874
H -1.269 -1.272 -0.772
H 0.457 0.329 -1.944
H -3.476 -0.925 -0.130
H -2.628 -1.598 1.381
H -2.871 0.246 1.342
H 1.674 2.243 -0.190
H 0.831 -1.167 0.500

Output
* frontier orbital gap: 10.419 eV
* E_HOMO: -9.75 eV

***

c:
This record from the Open Molecules 2025 dataset describes C5H8N2O2 in the gas phase. The level of theory is ωB97M-V/def2-TZVPD.

Element x y z (Å)
C 2.349 0.248 -0.393
C 1.490 -0.664 0.340
C 0.096 -0.233 0.692
C -0.394 1.117 0.194
C -2.422 -1.048 -0.285
H 2.856 0.853 0.189
H 3.181 -0.204 -1.057
H 1.698 0.764 -1.084
H 1.869 -1.271 1.142
H -0.267 -0.640 1.555
H -2.008 2.178 -0.383
H -1.373 -1.437 -0.495
H -3.276 -1.803 -0.152
N -1.725 1.148 0.000
N -2.706 0.182 -0.001
O 0.382 -1.261 -0.264
O 0.249 2.071 0.003

Output
* frontier orbital gap: 10.229 eV
* E_HOMO: -9.35 eV

***

d:
This record from the Open Molecules 2025 dataset describes C5H8N2O2 in the gas phase. The level of theory is ωB97M-V/def2-TZVPD.

Element x y z (Å)
C 1.646 1.241 0.106
C -1.001 0.508 -0.295
C -1.000 -0.989 -0.044
C 0.633 0.341 -0.486
C 0.355 -1.084 -0.094
N -1.738 1.398 0.486
N 1.244 -2.013 0.253
O -0.335 1.016 -1.385
O -1.991 -1.875 -0.044
H -2.645 -1.611 -0.710
H -1.544 2.379 0.327
H -2.709 1.139 0.626
H 2.237 -1.855 0.152
H 0.962 -2.985 0.293
H 1.599 1.276 1.206
H 1.654 2.277 -0.241
H 2.634 0.838 -0.149

Output
* frontier orbital gap: 7.244 eV
* E_HOMO: -6.52 eV

***

Energy comparison, zero being the most stable, in hartree: a 0.0000; b 0.0897; c 0.1207; d 0.1367.

***

a:
This record from the Open Molecules 2025 dataset describes 2 unconnected molecules or ions with the total composition C5H8N2O2. The level of theory is ωB97M-V/def2-TZVPD.

Element x y z (Å)
C 1.771 0.731 0.718
C 2.740 -0.128 -1.193
C -2.540 0.176 1.287
C 2.050 0.953 -0.637
C -1.355 -0.630 0.808
N 1.540 0.578 1.840
N -0.795 -0.695 -0.372
O 0.252 -1.295 -0.748
O -1.438 -0.015 -1.415
H 3.133 -0.296 -2.194
H -0.850 -0.324 -2.196
H 3.188 -0.887 -0.547
H -3.538 -0.401 1.508
H -2.784 0.872 0.510
H -2.268 0.674 2.128
H 1.616 1.803 -1.109
H -0.722 -1.118 1.612

Output
* frontier orbital gap: 9.085 eV
* E_HOMO: -8.72 eV

***

b:
This record from the Open Molecules 2025 dataset describes a molecular structure, C5H8N2O2. The level of theory is ωB97M-V/def2-TZVPD.

Element x y z (Å)
C -0.840 0.656 0.874
C -0.765 -0.590 -0.023
C 0.724 -1.376 0.006
C -0.273 1.257 -0.410
N 1.552 -1.221 1.080
C 0.294 2.430 -0.695
O -1.892 -1.468 -0.036
N 1.045 -2.217 -0.923
O -0.727 0.295 -1.176
H -2.490 -1.057 -0.682
H 1.670 -0.277 1.423
H 2.445 -1.675 0.910
H 0.291 -2.233 -1.622
H -0.208 0.680 1.761
H -1.857 0.962 1.147
H 0.549 2.673 -1.720
H 0.482 3.159 0.085

Output
* frontier orbital gap: 9.885 eV
* E_HOMO: -9.16 eV

***

Energy comparison, zero being the most stable, in hartree: a 0.1176; b 0.0000.

***

a:
This record from the Open Molecules 2025 dataset describes C5H8N2O2 in the gas phase. The level of theory is ωB97M-V/def2-TZVPD.

Element x y z (Å)
C 1.564 -0.375 0.077
C 0.964 0.878 0.823
C 0.070 1.376 -0.382
C -1.772 -0.417 0.105
C 0.539 -1.324 -0.283
H 1.594 1.851 1.194
H 0.264 0.500 1.556
H -0.125 2.561 -0.342
H 0.527 1.356 -1.464
H -1.867 1.598 -0.285
H -1.025 -2.426 0.192
H 0.936 -2.219 0.377
H 0.817 -1.831 -1.477
N -1.320 0.833 -0.269
N -0.788 -1.359 0.362
O 2.725 -0.540 -0.205
O -3.102 -0.462 0.020

Output
* frontier orbital gap: 9.991 eV
* E_HOMO: -9.54 eV

***

b:
This record from the Open Molecules 2025 dataset describes C5H8N2O2 in the gas phase. The level of theory is ωB97M-V/def2-TZVPD.

Element x y z (Å)
C 0.444 1.841 0.135
C 0.588 -0.866 -0.741
C -0.897 -1.333 -0.278
N -1.878 -0.496 -0.672
C 0.732 -0.218 1.436
C 0.360 1.074 1.377
O 1.408 -0.802 0.381
N 0.982 -1.280 -1.868
O -1.079 -2.402 0.249
H -2.835 -0.766 -0.507
H -1.685 0.274 -1.290
H 1.991 -1.383 -1.941
H 0.549 -0.869 2.278
H -0.229 1.479 2.185
H 0.470 0.893 -0.758
H -0.351 2.569 0.009
H 1.431 2.285 0.006

Output
* frontier orbital gap: 10.230 eV
* E_HOMO: -9.49 eV

***

Energy comparison, zero being the most stable, in hartree: a 0.0397; b 0.0000.

***

a:
This record from the Open Molecules 2025 dataset describes a molecular structure, C7H12N3. The level of theory is ωB97M-V/def2-TZVPD.

Element x y z (Å)
C 1.984 -1.386 0.714
C 1.896 -0.077 0.263
C -0.179 -0.957 0.362
C -1.702 0.848 -0.664
C -0.210 1.197 -0.762
C -2.003 -0.629 -0.451
C 2.896 1.035 0.133
N 0.517 0.121 0.015
N 0.693 -1.841 0.850
N -3.157 -0.891 0.238
H 2.815 -1.777 1.294
H -2.161 1.419 0.298
H -2.188 1.256 -1.619
H 0.117 1.340 -1.754
H -0.094 2.126 -0.133
H -1.828 -1.210 -1.312
H 3.866 0.840 0.440
H 2.876 1.456 -0.874
H 2.593 1.805 0.831
H 0.430 -2.719 1.178
H -3.473 -0.189 0.845
H -3.689 -1.769 0.108

Output
* frontier orbital gap: 10.459 eV
* charge: +1
* E_HOMO: -13.00 eV

***

b:
This record from the Open Molecules 2025 dataset describes a gas-phase ion, C7H12N3 (charge +1). The level of theory is ωB97M-V/def2-TZVPD.

Element x y z (Å)
C 0.957 -2.601 -0.054
C -0.310 -2.572 -0.671
C 1.744 -1.486 0.186
C -0.943 -1.581 -1.277
C 0.826 2.634 0.352
C -0.830 1.239 1.664
C -0.223 1.513 0.291
N 1.224 -0.294 0.328
N 0.411 0.365 -0.304
N -1.581 -1.042 -2.229
H 1.312 -3.567 0.273
H -0.911 -3.480 -0.589
H 2.745 -1.594 0.582
H 1.332 2.751 -0.604
H 0.330 3.567 0.606
H 1.566 2.406 1.116
H -1.517 0.397 1.612
H -1.380 2.115 1.998
H -0.059 1.020 2.398
H -1.007 1.805 -0.417
H -1.527 -1.374 -3.193
H -2.160 -0.221 -2.068

Output
* frontier orbital gap: 8.138 eV
* charge: +1
* E_HOMO: -12.54 eV

***

Energy comparison, zero being the most stable, in hartree: a 0.0000; b 0.1061.

***

a:
This record from the Open Molecules 2025 dataset describes a gas-phase ion, C7H12N3 (charge +1). The level of theory is ωB97M-V/def2-TZVPD.

Element x y z (Å)
C -2.417 1.688 0.444
C -2.882 0.495 0.012
C -1.032 1.903 0.597
C -2.219 -0.685 -0.432
C 0.028 1.132 0.451
C 1.662 0.344 -1.106
C 1.774 -0.202 1.295
N -0.969 -0.946 -0.215
N -0.561 -2.132 -0.681
N 1.121 0.584 0.243
H -3.023 2.615 0.515
H -3.983 0.363 -0.055
H -0.772 2.966 0.896
H -2.801 -1.327 -1.043
H 1.186 -0.517 -1.596
H 1.257 1.062 -1.847
H 2.721 0.063 -0.863
H 2.594 -0.678 0.762
H 2.089 0.301 2.180
H 1.015 -0.923 1.765
H 0.348 -2.461 -0.417
H -1.088 -2.621 -1.442

Output
* frontier orbital gap (alpha / beta): 8.142 / 8.141 eV
* charge: +1
* E_HOMO (alpha / beta): -12.17 / -12.17 eV

***

b:
This record from the Open Molecules 2025 dataset describes 2 unconnected molecules or ions with the total composition C7H12N3. The level of theory is ωB97M-V/def2-TZVPD.

Element x y z (Å)
C -1.587 2.734 2.483
C -0.992 1.919 1.581
C -2.846 3.138 2.180
C 1.733 -1.578 0.305
C 0.294 -2.049 0.037
C 1.105 -1.253 -1.026
C 1.558 -1.947 -2.213
N -4.058 3.128 2.044
N -0.525 1.220 0.770
N 0.592 0.262 -1.266
H -0.892 3.223 3.123
H 1.786 -0.851 1.070
H 2.540 -2.288 0.150
H -0.451 -1.453 0.504
H 2.594 -1.923 -2.538
H 0.853 -1.752 -3.002
H 1.365 -3.001 -1.985
H -4.439 3.819 1.445
H 0.127 -3.120 0.002
H -0.215 0.267 -1.944
H 1.306 1.009 -1.475
H 0.152 0.496 -0.244

Output
* frontier orbital gap: 10.146 eV
* charge: +1
* E_HOMO: -13.44 eV

***

Energy comparison, zero being the most stable, in hartree: a 0.0473; b 0.0000.